Record 1
2 unconnected molecules or ions with the total composition C11H16O at a distorted geometry. Source: OMol25; level of theory: ωB97M-V with the def2-TZVPD basis set.

Output
- LUMO level (eV) = -0.419
- structure (SMILES) = C=C1[C@H](C)CC[C@@H]1C.C=C=C=O
- HOMO level (eV) = -8.44
- relative energy (zero: lowest compared OMol25 entry of this formula, charge and spin) (eV) = 5.152
- electronic energy (eV) = -13709.115
- HOMO-LUMO gap (eV) = 8.0

Last column: Löwdin charge in e.
Cartesian coordinates (Å):
C: -3.6286 -1.3526 -0.8159  0.05
C: -3.2157 -0.2428 -0.2826  -0.10
C: -2.6142 0.4791 0.5613  -0.27
C: 2.1925 -0.7348 -0.7433  -0.13
C: 2.4520 0.3879 0.2714  -0.17
C: 0.6641 -0.8393 -0.7700  -0.32
C: 1.2695 1.3070 0.2200  -0.31
C: 0.2114 0.5325 -0.5464  -0.26
C: 0.0803 -1.6767 0.3813  -0.02
C: 0.7668 1.5550 1.6814  -0.03
C: -0.8425 1.2048 -1.0578  0.03
O: -2.3456 1.2254 1.4490  0.11
H: -3.0224 -2.0953 -1.0814  0.01
H: 2.5077 -0.4322 -1.7635  0.13
H: 2.7512 -1.6056 -0.5622  0.10
H: 2.6530 0.0320 1.2612  0.11
H: 3.3111 0.8321 -0.1321  0.09
H: 0.3806 -1.2330 -1.7214  0.13
H: 1.5583 2.1711 -0.3360  0.13
H: 0.4040 -1.3279 1.2942  0.03
H: 0.2516 -2.7650 0.3067  0.08
H: -1.1397 -1.5878 0.4513  0.12
H: 1.6221 1.9936 2.2269  0.08
H: 0.7777 0.5368 2.1793  0.08
H: -0.2341 2.0327 1.6141  0.07
H: -0.8207 2.3129 -1.0363  0.10
H: -4.7212 -1.4420 -1.1495  0.10
H: -1.2692 0.7321 -1.8995  0.06

---

Record 2
A molecular structure, C7H28BN12O9Pd at a distorted geometry. Source: OMol25; level of theory: ωB97M-V with the def2-TZVPD basis set.

Output
- 2S+1 = 3
- net charge = -1
- LUMO level (alpha / beta) (eV) = 2.204 / 2.199
- HOMO level (alpha / beta) (eV) = -5.83 / -5.54
- electronic energy (eV) = -48176.025
- HOMO-LUMO gap (alpha / beta) (eV) = 8.0 / 7.7

Last column: Löwdin charge in e.
Cartesian coordinates (Å):
Pd: -1.4121 -1.1573 0.3423  0.78
B: 1.2135 -0.1269 0.9406  -0.44
H: 2.2178 0.2057 1.1525  -0.10
H: 0.5811 0.5794 0.4254  -0.11
H: 1.1496 -1.0120 0.3268  -0.10
H: 0.6072 -0.3868 1.7945  -0.09
C: -4.4805 -1.3398 1.8757  -1.05
O: -5.6264 -1.0295 2.2965  0.02
O: -3.4626 -0.8611 2.3905  0.06
O: -4.2692 -1.7436 0.7357  0.04
C: -1.5456 4.4045 2.8274  -0.76
O: -2.7767 4.3711 2.6132  -0.01
N: -0.7921 3.4226 3.3861  0.17
N: -0.8969 5.4801 2.6995  0.15
H: -1.3329 2.5749 3.4814  0.12
H: 0.2027 3.5895 3.4371  0.10
H: 0.1030 5.4705 2.8420  0.11
H: -1.5306 6.2557 2.8297  0.13
C: -0.0526 -5.2090 1.6425  -0.81
O: -0.6545 -4.1682 1.5246  0.05
N: 0.7487 -5.5711 0.7110  0.16
N: -0.3596 -6.1940 2.4560  0.16
H: 1.4551 -6.1971 1.0705  0.10
H: 1.0135 -4.8257 0.0830  0.13
H: 0.1211 -7.0823 2.4601  0.11
H: -1.0944 -5.9498 3.1044  0.12
C: -3.7908 1.8311 -1.5993  -0.84
O: -2.6873 1.4178 -1.3543  0.04
N: -4.4986 2.5813 -0.8231  0.19
N: -4.3388 1.6209 -2.7169  0.16
H: -5.4639 2.6794 -1.1037  0.11
H: -3.9456 3.1231 -0.1744  0.13
H: -5.1644 2.0545 -3.1048  0.11
H: -3.9329 1.0741 -3.4629  0.11
C: -1.7765 -2.1909 -3.7566  -0.75
O: -1.5010 -2.6989 -2.6546  0.01
N: -1.0881 -1.3581 -4.4749  0.16
N: -2.8821 -2.4154 -4.4303  0.14
H: -1.3985 -1.3097 -5.4349  0.10
H: -0.1307 -1.1537 -4.2267  0.13
H: -3.5663 -3.0459 -4.0373  0.12
H: -3.0913 -1.7390 -5.1506  0.10
C: 6.5265 0.5817 2.7526  -0.82
O: 7.4748 0.5773 3.4618  0.05
N: 6.3068 -0.2625 1.7932  0.18
N: 5.6434 1.5733 2.8848  0.15
H: 6.6432 -1.2080 1.9077  0.12
H: 5.3696 -0.0241 1.5020  0.10
H: 4.7076 1.4476 2.5262  0.10
H: 5.8360 2.2024 3.6512  0.11
C: 2.8457 1.5726 -3.1757  -0.83
O: 3.0540 1.7003 -4.3365  0.03
N: 1.6785 1.8119 -2.6280  0.18
N: 3.6124 0.9137 -2.3678  0.17
H: 0.9480 2.2974 -3.1287  0.12
H: 1.6292 1.5226 -1.6616  0.09
H: 4.4863 0.5558 -2.7260  0.12
H: 3.3680 0.7674 -1.3988  0.10

---

Number 1 is which compound? C11H16O